No. 1
{
  "formula": "C33H70N2O11",
  "method": "wB97M-V/def2-TZVPD",
  "symbols": ["C", "N", "C", "C", "C", "C", "O", "H", "H", "H", "H", "H", "H", "H", "H", "H", "H", "H", "H", "H", "H", "N", "O", "O", "O", "C", "C", "C", "O", "C", "H", "H", "H", "H", "H", "H", "H", "H", "C", "C", "C", "O", "C", "H", "H", "H", "H", "H", "H", "H", "H", "C", "C", "C", "O", "C", "H", "H", "H", "H", "H", "H", "H", "H", "C", "C", "C", "O", "C", "H", "H", "H", "H", "H", "H", "H", "H", "C", "C", "C", "O", "C", "H", "H", "H", "H", "H", "H", "H", "H", "C", "C", "C", "O", "C", "H", "H", "H", "H", "H", "H", "H", "H", "C", "C", "C", "O", "C", "H", "H", "H", "H", "H", "H", "H", "H"],
  "coordinates": [[2.98130, 0.60627, 4.03705], [2.85107, -0.48641, 3.01464], [3.40695, 0.01028, 1.71055], [3.78228, -1.68699, 3.42941], [1.49221, -0.93258, 2.90677], [1.29682, -2.34427, 2.16965], [-0.08550, -2.52592, 2.02623], [4.07677, 0.80310, 4.21520], [2.80203, 0.42656, 5.02212], [2.44053, 1.36598, 3.50166], [4.47729, 0.16109, 1.71277], [3.01936, 0.82372, 1.20957], [3.25935, -0.67941, 0.91242], [4.83146, -1.37013, 3.68536], [4.09139, -2.40171, 2.62074], [3.47652, -2.23421, 4.42767], [1.08403, -0.34794, 2.01132], [1.08665, -0.90405, 3.83163], [1.83829, -3.05046, 2.92519], [1.78377, -2.33808, 1.16926], [-0.45390, -1.80552, 1.45341], [-0.22145, -0.01829, -0.27907], [0.80913, -0.71380, -0.51195], [0.02407, 1.19208, -0.05312], [-1.14927, -0.58647, 0.36265], [-3.59365, 0.15194, -2.78337], [-2.12465, 0.10350, -3.01201], [-2.34856, 0.09201, -4.55908], [-3.53211, -0.68815, -4.86342], [-4.46983, -0.41742, -3.84615], [-3.90797, 1.00347, -2.75892], [-3.94372, -0.29682, -1.76710], [-1.58021, -1.04870, -2.88625], [-1.46910, 0.81551, -2.71063], [-1.46637, -0.31113, -5.02486], [-2.46071, 1.13736, -4.91200], [-5.03855, -1.32853, -3.58015], [-5.34353, -0.05669, -4.44814], [-4.40350, -2.78054, 3.83075], [-3.31860, -2.34511, 2.87486], [-4.02575, -1.56879, 1.77790], [-5.42595, -1.81880, 2.01572], [-5.60861, -2.97711, 2.85223], [-4.56679, -2.04009, 4.47171], [-4.17544, -3.66937, 4.47390], [-2.75137, -2.95492, 2.50658], [-2.56657, -1.55676, 3.22277], [-3.45345, -1.85791, 0.95436], [-3.83707, -0.50130, 1.98350], [-5.31294, -3.86548, 2.39350], [-6.43317, -2.89418, 3.50219], [-1.94274, -3.02952, -3.01298], [-1.50771, -2.89005, -1.60690], [-0.14863, -3.40321, -1.51438], [0.20861, -3.47987, -2.84170], [-0.65791, -2.82285, -3.76348], [-2.53753, -2.34329, -3.33603], [-2.24432, -3.91647, -3.22067], [-2.16118, -3.40982, -1.02486], [-1.66437, -1.96046, -1.04548], [0.19567, -3.99800, -0.81738], [0.51343, -2.60987, -1.07738], [-0.58620, -3.20777, -4.81054], [-0.59415, -1.74453, -3.72409], [-2.85309, 4.12327, -2.02417], [-3.60609, 5.30455, -1.55404], [-3.12219, 5.54747, -0.15733], [-2.82266, 4.31807, 0.24388], [-2.26109, 3.53141, -0.83626], [-1.93747, 4.58163, -2.56245], [-3.65121, 3.60414, -2.73411], [-4.58365, 5.15826, -1.47709], [-3.81338, 6.22254, -2.41248], [-3.71386, 5.95585, 0.53518], [-2.26916, 5.96178, 0.19641], [-2.30134, 2.41928, -0.76373], [-1.05831, 3.69673, -0.74489], [-1.66147, 3.05063, 5.22524], [-2.16484, 2.60363, 3.83143], [-0.85962, 2.16056, 3.16620], [0.14875, 1.88694, 4.12053], [-0.08878, 3.03001, 5.07191], [-1.73301, 2.39694, 5.94689], [-1.96026, 4.03392, 5.55530], [-2.66051, 3.36811, 3.33809], [-2.89992, 1.81150, 3.85279], [-0.58776, 3.13566, 2.54048], [-1.05063, 1.35392, 2.55471], [0.24655, 3.98562, 4.51676], [0.56026, 3.16641, 5.85765], [4.50290, 1.25485, -3.13701], [3.25725, 0.74026, -2.76443], [2.21088, 1.75198, -3.14885], [2.81465, 2.42026, -4.17030], [4.19466, 2.53909, -3.92883], [4.93833, 0.44472, -3.68696], [5.10399, 1.53861, -2.36099], [3.13677, 0.73038, -1.54850], [3.04779, -0.11018, -3.23948], [1.82004, 2.41399, -2.42666], [1.41498, 1.06360, -3.33481], [4.24132, 3.56939, -3.45546], [4.64069, 2.78514, -4.94099], [5.90326, -2.49917, -1.34550], [4.72120, -2.08896, -2.13856], [3.67741, -1.96131, -1.05495], [4.33089, -2.26573, 0.10958], [5.63827, -2.13001, -0.02997], [6.91001, -2.16752, -1.76074], [5.92804, -3.57747, -1.30008], [4.51703, -2.98820, -2.73565], [5.10605, -1.05959, -2.87175], [2.81251, -2.65031, -1.35676], [3.21369, -0.98680, -1.16453], [6.07682, -2.54207, 1.00132], [5.82934, -1.10691, 0.08087]],
  "atomic_forces_ev_per_a": [[2.8726, 0.7302, -3.0346], [4.1828, -1.5521, 0.8018], [1.2585, -1.5059, -0.2564], [1.6588, -0.8088, 1.6186], [-0.6151, -0.9116, -6.6591], [1.1642, 0.3731, 1.8769], [0.4024, -0.2182, 0.4444], [-0.7490, 0.2902, -1.3070], [-2.2137, -1.2368, 2.4305], [-0.1667, 1.0037, 0.9668], [0.3010, -0.0679, 0.7987], [-1.7769, 2.5404, 0.3593], [-0.2792, -1.2757, 0.2000], [-1.1657, 0.8446, -0.1100], [-1.5773, 0.6228, 0.3475], [-0.1467, 1.1812, -2.2737], [-0.2902, 0.3419, 2.1374], [-1.9612, 0.2295, 2.5378], [-1.6413, 0.2503, -1.7886], [0.0604, -0.0629, 0.7872], [0.2449, -0.3956, -0.0762], [4.0541, 0.2718, 5.7613], [-0.4945, -0.2155, -1.8806], [-1.7204, 0.5236, -1.8254], [-1.4009, 0.4201, -1.2013], [-0.0728, -8.1710, 5.1353], [-1.0118, -6.7289, -3.9269], [0.5350, 0.7659, -0.2381], [2.2976, -0.1886, -0.7394], [-0.8678, -2.8458, -2.2408], [-2.7506, 10.4130, 1.0144], [0.7312, 0.6636, -1.4336], [-2.0455, 4.6013, 0.6944], [1.4111, 2.4530, 1.1930], [0.0067, -0.4405, -0.7692], [-0.1817, -0.3493, -0.0412], [1.1416, -0.5070, 0.4612], [0.5783, 2.0661, 1.2498], [1.1563, -3.5028, -1.8128], [-3.6167, 8.2948, 4.4986], [-0.5658, 0.8447, 3.3029], [-0.7086, -0.5253, -1.3380], [3.7280, 2.7210, 1.5205], [-1.1124, 3.2721, 2.6895], [-0.0623, 0.4175, -0.8248], [5.7398, -7.6542, -3.8565], [-0.8979, -1.1466, 0.6122], [-0.5303, -0.4221, -2.6446], [-0.5322, -0.2549, -0.5965], [-0.8335, -1.7616, -1.2783], [-1.7311, -0.2259, -0.3213], [4.4909, 1.3927, 1.0247], [-1.6036, 1.2240, 1.9673], [0.8109, 6.4038, -1.8724], [3.4434, -1.9896, -3.1625], [-0.1974, -0.8122, 1.3633], [-4.5063, 3.6998, -1.6484], [-2.4187, -5.8597, -1.0894], [-1.9887, -2.3422, 1.6576], [0.4712, 0.4088, -1.2137], [0.7608, -5.4575, 2.4104], [-0.8032, 0.3382, -0.5769], [0.1582, 0.0671, 1.1024], [1.5031, 0.3360, -0.6516], [0.2567, 1.2551, -4.8039], [1.3166, 5.2613, -2.5204], [0.7069, 0.1895, -2.4113], [-0.1409, -7.0245, 1.9800], [3.2005, -0.6075, 2.3662], [-1.7021, -1.1659, -0.2441], [2.4053, 0.1618, 1.3772], [-4.2953, -1.5469, 0.8095], [1.6814, -2.0485, 2.3351], [-3.7251, 1.4132, 2.1389], [3.5857, 3.3461, -1.0522], [-0.6957, 0.8997, 0.6995], [-2.5709, -0.1961, -0.6023], [2.6943, 2.7288, -3.2187], [1.0555, -1.3213, 2.1694], [0.0027, 3.8659, -0.9254], [-0.6203, 1.7266, 1.7771], [-1.3622, 1.5486, -4.8341], [-1.6055, -3.5757, 3.7965], [-0.3410, 0.2073, 0.0295], [-0.5018, 1.6775, -1.1738], [-0.0514, -0.4988, 0.4603], [0.0891, -2.1893, 0.8069], [0.2207, -1.8060, -1.5311], [-0.7328, -1.1720, 0.0435], [1.1573, -1.2581, 2.4562], [2.7027, 1.8445, -2.6678], [-3.0924, 2.8004, 7.4383], [0.1638, -1.4953, 0.4169], [-1.2309, 0.7117, -2.8999], [-0.6578, 1.9813, -1.4665], [1.1838, 0.3827, -0.8803], [1.8489, 0.3047, 2.1255], [0.2583, -0.7466, -2.9390], [-0.9615, -3.6699, -1.1899], [0.0234, 0.8864, 1.4452], [-1.3403, 0.3154, -1.4255], [0.8787, -1.3431, 0.6529], [-0.0437, -1.0654, 1.0555], [4.6437, -2.4893, -3.1410], [1.5045, 1.7504, -3.0716], [-2.4840, -0.2257, -3.3923], [-4.7374, -1.6273, 2.3737], [2.4422, 1.6425, 5.8018], [-1.2615, -0.3438, 0.5780], [0.2595, -0.6973, -0.5322], [-0.2434, 0.9915, -0.6838], [-1.8100, -3.3941, 2.3728], [1.1238, 0.4837, 1.1647], [0.0930, 0.2071, 1.0555], [-0.1269, -0.0220, -2.6554], [0.9096, 2.3770, 0.2599]],
  "e_above_lowest_kj_mol": 670.0,
  "homo_energy_ev": -7.836,
  "gap_ev": 7.72
}


No. 2
{
  "formula": "C33H73N4O2",
  "method": "wB97M-V/def2-TZVPD",
  "symbols": ["O", "H", "C", "C", "C", "C", "C", "C", "N", "O", "C", "C", "C", "H", "H", "H", "H", "H", "H", "H", "H", "H", "H", "H", "H", "H", "H", "H", "H", "H", "H", "C", "C", "C", "N", "C", "C", "C", "C", "C", "H", "H", "H", "H", "H", "H", "H", "H", "H", "H", "H", "H", "H", "H", "H", "H", "H", "H", "C", "C", "C", "N", "C", "C", "C", "C", "C", "H", "H", "H", "H", "H", "H", "H", "H", "H", "H", "H", "H", "H", "H", "H", "H", "H", "H", "C", "C", "C", "N", "C", "C", "C", "C", "C", "H", "H", "H", "H", "H", "H", "H", "H", "H", "H", "H", "H", "H", "H", "H", "H", "H", "H"],
  "coordinates": [[-0.32315, 0.25961, 1.06409], [0.01183, -0.64233, 1.23388], [6.88020, -1.89364, -0.73834], [5.90078, -0.81514, -1.32689], [6.76247, 0.50237, -1.67616], [6.14248, 1.65658, -2.45234], [5.52655, 1.14130, -3.69982], [4.63264, -0.09608, -3.58646], [5.19352, -1.21793, -2.63691], [4.58728, -2.41102, -2.67347], [4.58416, -0.65119, -4.98663], [3.15158, 0.21845, -3.20553], [4.87748, -0.46574, -0.14065], [7.40297, -1.62397, 0.17932], [7.61321, -2.17574, -1.49413], [6.36099, -2.83279, -0.54721], [7.63607, 0.08936, -2.18048], [7.21022, 0.88069, -0.75720], [6.85143, 2.38493, -2.84604], [5.52224, 2.29747, -1.82572], [6.30947, 0.93822, -4.43051], [4.97822, 1.88660, -4.27598], [3.94640, -1.51542, -5.17232], [5.57278, -0.79754, -5.42173], [4.20307, 0.06777, -5.71187], [2.51510, -0.66301, -3.12807], [2.69693, 0.89212, -3.93187], [3.06739, 0.76497, -2.26620], [5.27783, -0.37078, 0.86870], [4.11944, -1.24017, -0.02342], [4.23400, 0.41054, -0.21914], [-0.00043, 7.22558, -3.81269], [-1.22062, 6.85376, -3.04058], [-0.79833, 6.27000, -1.63530], [-2.00642, 5.98033, -0.85104], [-2.78172, 4.79141, -1.54807], [-2.83755, 7.25807, -0.53178], [-3.56835, 6.97593, 0.74043], [-2.78899, 5.85444, 1.40611], [-1.62865, 5.52984, 0.58968], [0.75800, 6.44291, -3.79537], [0.57206, 8.00089, -3.30353], [-0.08914, 7.38883, -4.88674], [-1.77591, 6.09036, -3.58553], [-1.80493, 7.77019, -2.95805], [-0.25383, 6.99531, -1.03068], [-0.23291, 5.34169, -1.55385], [-2.16765, 3.89191, -1.59177], [-3.06945, 5.03689, -2.57034], [-3.64484, 4.58609, -0.91485], [-3.51793, 7.32190, -1.38095], [-2.08642, 8.04704, -0.49384], [-4.59033, 6.68402, 0.49865], [-3.64115, 7.87105, 1.35815], [-3.34025, 4.91481, 1.44223], [-2.51336, 6.15544, 2.41681], [-1.37573, 4.47143, 0.52737], [-0.77692, 6.11941, 0.92888], [0.53216, -5.28474, -0.62670], [-0.36293, -4.31711, -1.44088], [-1.84899, -4.82415, -1.32602], [-2.77860, -4.09907, -2.36737], [-2.93835, -2.55264, -2.03627], [-4.22243, -4.72209, -2.35939], [-4.76640, -4.71257, -3.78056], [-3.67121, -4.24869, -4.69001], [-2.38218, -4.31390, -3.84457], [0.70356, -6.25562, -1.09157], [0.04350, -5.53638, 0.31457], [1.56988, -4.96750, -0.52364], [0.05198, -4.11313, -2.42796], [-0.39728, -3.37326, -0.89676], [-2.29404, -4.73037, -0.33545], [-1.82292, -5.86934, -1.63424], [-3.81823, -2.11796, -2.51059], [-1.98824, -2.03330, -2.16141], [-3.03435, -2.44330, -0.95602], [-4.90973, -4.29163, -1.63109], [-4.14171, -5.70267, -1.89030], [-5.67330, -4.11358, -3.86319], [-5.05566, -5.72844, -4.04968], [-3.77692, -3.22333, -5.04435], [-3.71845, -4.82962, -5.61109], [-1.65486, -3.51934, -4.01117], [-1.81323, -5.23530, -3.96881], [-4.09556, -0.00518, 6.58283], [-2.84521, -0.31325, 5.74595], [-1.97106, -1.18549, 6.56897], [-0.62128, -1.65790, 5.87519], [0.35966, -0.48521, 5.68246], [-0.90474, -2.53425, 4.63399], [-1.33122, -3.90843, 5.24917], [-0.59489, -4.02245, 6.62270], [-0.01195, -2.66614, 6.87473], [-4.58045, -0.88775, 7.00003], [-4.81656, 0.55807, 5.99039], [-3.77511, 0.47536, 7.50723], [-2.39781, 0.66821, 5.58881], [-3.02717, -0.73862, 4.75902], [-2.57224, -2.04478, 6.86614], [-1.51038, -0.62704, 7.38383], [-0.24520, 0.24377, 5.14315], [1.19305, -0.88189, 5.10265], [0.77316, -0.13685, 6.62892], [0.02949, -2.69685, 4.09651], [-1.63678, -2.13076, 3.93440], [-0.98254, -4.69410, 4.57892], [-2.41634, -3.94551, 5.34524], [0.14801, -4.81403, 6.72077], [-1.34674, -4.18574, 7.39481], [1.02913, -2.71463, 6.55549], [0.05579, -2.35756, 7.91794]],
  "atomic_forces_ev_per_a": [[0.1208, -0.6762, 0.0578], [-0.1353, 0.5165, -0.1073], [-0.7415, -0.7342, -1.5289], [1.2652, 2.0590, 1.4709], [0.5711, -0.9769, 0.3036], [0.0680, 0.3755, 0.2910], [-0.4207, -0.3811, -0.5440], [-0.6204, -0.3786, -1.3912], [-4.6668, -4.5497, 1.9525], [3.8939, 6.6921, -0.1221], [0.1276, -0.7049, -1.6630], [0.1492, 0.1882, 1.2113], [-1.5588, -0.5397, -0.6988], [-0.3182, 0.5825, -0.2165], [0.2249, 0.2636, -0.0065], [-0.3067, 0.1292, 0.1736], [0.0474, 0.1934, -0.5145], [-0.3702, -0.2103, 0.3138], [0.7356, -0.2241, 0.5783], [-0.5437, -0.4104, 0.0695], [0.3479, -0.4766, 0.2721], [-0.5112, 0.1177, 0.4178], [0.2196, -0.2153, 0.4919], [0.1772, -0.5858, 0.3940], [-0.3262, 0.5520, 0.5249], [0.2933, -0.1435, -0.0902], [0.4454, -0.1684, -0.3654], [0.1606, -0.1451, 0.1948], [1.0671, -0.1616, -0.4565], [0.1709, -0.4995, -0.2598], [0.4421, 0.3828, -0.7723], [2.1444, -0.4949, -0.2362], [0.7849, -0.8419, 0.6191], [-0.6997, 1.0204, -0.4737], [-0.8385, -1.2505, 1.1425], [0.0063, 1.1411, 1.0157], [0.2532, -1.2815, -1.7891], [-0.5660, 0.1890, 0.0411], [-1.4836, -0.7611, 1.5107], [1.4609, 0.1501, -1.7286], [-0.1393, -0.6381, 0.1018], [-0.3769, 0.6211, -0.3401], [-0.5418, 0.5683, 0.2474], [-0.1028, 0.2075, 0.0023], [-0.3607, -0.3027, 0.4130], [0.1834, 0.2443, -0.3139], [0.2440, 0.0386, -0.9680], [0.3454, 0.3127, 0.2947], [-0.1100, 0.3231, 0.4130], [-0.0538, 0.0421, -0.2330], [0.1882, 0.7301, 0.0358], [-0.2981, 0.1094, -0.0431], [0.0182, -0.0720, 0.1996], [0.0798, -0.0732, -0.0391], [-0.6455, 0.3310, 0.5152], [0.0593, -0.3671, -0.0180], [0.1557, 0.1206, 0.2132], [0.2913, -0.0621, -0.5343], [-0.0771, -0.4796, -0.6297], [-0.7267, -0.0314, 1.8877], [0.8545, 0.4477, -2.5987], [-1.8838, 0.4489, 0.4135], [0.8771, -1.4444, 0.8016], [0.3080, -0.3588, 1.1847], [-0.8191, -0.4828, 0.5736], [0.8812, 0.8733, -0.2859], [0.7533, 0.4391, 0.2446], [-0.5477, -0.0996, -0.4921], [0.3600, 0.3377, 0.2807], [-0.2781, 0.6308, 0.4653], [-0.4992, -0.3386, -0.1613], [0.4738, 0.2999, -0.1277], [0.1465, 0.2357, -0.1408], [-0.5013, -0.0589, 0.0344], [0.3835, -0.2397, -0.3364], [-0.1327, -0.0776, -0.9154], [-0.5184, -0.4777, 0.0868], [0.4321, 1.0153, -0.0836], [0.4758, -0.3790, -0.6750], [0.1223, 0.0710, 0.0504], [-0.0263, 0.0137, 0.0719], [-0.3091, 0.1237, 0.2667], [0.7802, -0.2007, 0.1771], [-0.2122, 0.0301, -0.4942], [-0.3370, -0.2669, 0.4222], [0.0678, -0.6401, 0.1030], [-0.2949, 0.9869, -0.0838], [1.9432, 0.1054, -0.6956], [-0.8434, -0.7555, 1.3344], [-1.1932, -1.1647, -0.5552], [0.3879, -0.8520, 1.0527], [0.7929, 0.5354, -0.2228], [-1.8283, 0.1889, 0.2049], [1.9723, 0.3106, -1.2824], [-0.1833, -0.3520, -0.5326], [0.0661, 0.1608, 0.4157], [-0.1350, 0.7254, -0.2548], [0.3101, -0.0682, -0.2679], [-0.3794, -0.0652, 0.1064], [0.6544, -0.2622, 0.2673], [-0.6974, -0.2063, 0.4834], [0.6708, 0.2792, -0.0100], [-0.2085, 0.2066, -0.2323], [-0.5434, -0.0261, 0.0926], [0.1107, 0.4418, 0.1344], [0.1453, 0.3985, 0.3891], [-0.3420, -0.0088, -0.0365], [0.1298, -0.2212, 0.0944], [-0.0796, 0.1350, -0.3003], [-0.0098, -0.4177, -0.0248], [0.2108, 0.1575, -0.0265], [-0.7099, 0.5018, -0.2022]],
  "total_charge": 3,
  "homo_energy_ev": -11.634,
  "gap_ev": 2.20
}